(1)
DFT (wB97M-V/def2-TZVPD) results for C4H10N2O in the gas phase in a non-equilibrium geometry.

Structure (ORCA input):
```
! RIJCOSX wB97M-V def2-TZVPD def2/J DEFGRID3
* xyz 0 1
O -3.2195 0.0511 -1.3613
N 2.4801 -0.1787 0.6664
N -0.0599 1.4902 0.6368
C 0.0929 0.1643 -0.0354
C -1.2833 -0.5334 -0.0248
C -2.0409 -0.1231 -1.2928
C 1.1295 -0.7053 0.7377
H 0.7904 -0.8248 1.7702
H -1.3766 -0.1470 -2.1802
H -1.8248 -0.4714 0.9115
H 0.4987 2.1398 0.0991
H 0.5119 0.3078 -1.0323
H 2.9367 -0.4504 -0.1934
H -1.0310 1.7463 0.5773
H -1.1587 -1.6088 -0.2084
H 1.1142 -1.6970 0.2729
H 2.4404 0.8402 0.6568
*
```

HOMO energy = -9.23 eV
ΔE to the lowest compared entry with this formula, charge and spin = 1.843 eV
SMILES = NC[C@H](N)CC=O
Frontier orbital gap = 10.02 eV
Lowest unoccupied orbital energy = 0.0292 hartree

Results of the Mulliken charge analysis, in e, for atoms 1 through 8:
1. O -0.46
2. N -0.61
3. N -0.69
4. C 0.23
5. C -0.68
6. C -0.05
7. C -0.67
8. H 0.28


(2)
DFT (wB97M-V/def2-TZVPD) results for a molecular structure, C50H50BrN4OReS7Sb in a non-equilibrium geometry.

Structure (ORCA input):
```
! RIJCOSX wB97M-V def2-TZVPD def2/J DEFGRID3
* xyz 3 1
Re -0.2444 -0.2066 -0.1583
Sb 1.6800 -4.5164 -4.6451
Br -2.8216 0.5519 1.8925
S 1.3099 -1.6424 -1.1577
S 0.9918 4.4017 -0.5396
S 2.2108 -4.9689 -2.5421
S 0.4659 2.4934 1.5685
S 0.5151 2.2510 -2.2902
S -0.1556 -2.5397 -2.2646
S 0.2945 -2.3660 -4.2319
O -0.7942 -1.3595 1.0739
N 0.6520 1.0727 1.1463
N -0.0730 1.0963 -1.4734
N 0.1915 3.7058 -1.7145
N 1.3903 3.5306 0.6767
C -0.7737 1.0426 -5.8407
C 2.2864 2.0939 -2.4292
C -1.2492 8.2235 0.3248
C 1.1279 1.5495 4.0083
C -1.7057 -3.3594 4.0380
C 0.5576 6.7084 0.7738
C -3.3323 3.5804 0.6662
C 5.0197 2.0597 -2.5726
C 2.9064 2.7301 -3.4973
C 4.3772 1.4233 -1.5188
C -2.4645 -2.4288 4.7500
C -2.7921 -1.2415 4.0988
C -0.4525 3.5051 -4.5492
C -1.1571 -4.4628 0.7058
C -0.8957 3.4558 -5.8601
C -1.7449 7.3700 -0.6506
C 2.4419 5.8903 -2.2541
C 4.2885 2.7055 -3.5634
C -1.4796 4.1322 2.6733
C -1.3658 -1.8456 2.2039
C -1.1587 -3.1326 2.7882
C -4.1946 -3.6800 5.9792
C -0.1736 2.3045 -3.9115
C 1.1816 2.6610 3.1791
C 2.1579 3.9794 4.9098
C 1.5841 1.6694 5.3099
C -1.8974 -3.4392 6.9699
C -0.0967 7.8982 1.0322
C -1.1671 3.2722 1.6318
C -3.4274 -1.4734 6.8846
C -0.4310 -4.2467 2.0458
C 1.6952 3.8771 3.6087
C -2.7332 4.7264 2.6960
C 3.7092 4.8285 -0.4662
C -2.2689 -0.9868 2.8590
C 2.5209 5.0669 -1.1365
C -3.6566 4.4517 1.6982
C 1.0408 -3.8589 1.8473
C 0.0315 5.8553 -0.1899
C -0.4546 -5.5781 2.7990
C -2.0819 2.9881 0.6263
C -1.0467 2.2331 -6.5049
C 2.0889 2.8831 5.7615
C 3.6041 6.4718 -2.7251
C -0.3284 1.0746 -4.5323
C 2.9938 1.4350 -1.4346
C 4.8641 5.4247 -0.9498
C -2.9857 -2.7382 6.1404
C -1.1009 6.1725 -0.9226
C 4.8117 6.2376 -2.0738
H -0.9599 -2.8809 6.9395
H -2.2205 -3.5011 8.0082
H 1.4740 6.4503 1.2922
H -2.9908 5.3898 3.5105
H -1.4691 -5.9608 2.9183
H -1.1301 -3.5776 0.0746
H -1.8335 2.2864 -0.1559
H 0.2957 8.5787 1.7751
H 1.5446 0.8156 5.9717
H -1.5558 -4.3300 4.4876
H 0.7518 0.6118 3.6216
H -3.6745 -1.7321 7.9129
H -1.7120 -4.4574 6.6286
H 1.1582 -2.8243 1.5492
H 1.5020 -4.4923 1.0881
H -2.2034 -4.7190 0.8787
H -1.7557 9.1574 0.5284
H -4.5751 -3.9503 6.9645
H 0.0201 -5.4991 3.7772
H -3.4814 -0.5370 4.5391
H -4.9961 -3.1949 5.4205
H -3.9109 -4.5946 5.4577
H 1.7407 4.7177 2.9289
H -1.1229 4.3751 -6.3816
H -4.3189 -1.0240 6.4459
H -0.9054 0.0900 -6.3344
H 6.1002 2.0534 -2.6281
H 5.7150 6.7105 -2.4350
H 4.9558 0.9115 -0.7618
H 4.7935 3.1842 -4.3911
H 2.4418 2.9714 6.7800
H -1.3800 2.2089 -7.5336
H -2.6245 -0.7332 6.9090
H -2.6329 7.6376 -1.2069
H 1.4872 6.0798 -2.7303
H -0.3356 4.4451 -4.0269
H -0.1034 0.1655 -3.9910
H -4.6389 4.9033 1.7362
H 1.5891 -3.9885 2.7817
H 2.4720 0.9472 -0.6229
H -0.7732 4.3196 3.4699
H -1.4524 5.4965 -1.6882
H 5.8031 5.2650 -0.4377
H 0.1066 -6.3132 2.2216
H -0.6918 -5.2832 0.1584
H 2.5689 4.9163 5.2594
H 3.7116 4.1960 0.4114
H 3.5694 7.1222 -3.5881
H -4.0609 3.3545 -0.1013
H 2.3202 3.2213 -4.2641
*
```

HOMO energy = -14.93 eV
Frontier orbital gap = 6.21 eV
Lowest unoccupied orbital energy = -0.3205 hartree

Results of the Mulliken charge analysis, in e, for atoms 1 through 8:
1. Re -0.35
2. Sb 0.71
3. Br -0.06
4. S -0.15
5. S 1.19
6. S -0.34
7. S 1.98
8. S 1.47


(3)
DFT (wB97M-V/def2-TZVPD) results for a gas-phase ion, C3H6IN2O (charge +1) in a non-equilibrium geometry.

Structure (ORCA input):
```
! RIJCOSX wB97M-V def2-TZVPD def2/J DEFGRID3
* xyz 1 1
I -0.2008 0.5635 -2.8172
O 0.1748 2.1101 -0.2501
N -0.5575 1.7044 0.8549
N 0.1027 -0.2689 0.1238
C 0.6754 0.6566 -0.8445
C -0.6206 0.3832 0.9940
C 0.1141 -1.7508 -0.0262
H -0.8103 -2.0913 -0.6879
H 1.7666 0.5383 -1.1142
H -1.3665 -0.0989 1.6012
H -0.5165 2.2787 1.7027
H 1.0310 -1.9636 -0.5551
H 0.2075 -2.0614 1.0185
*
```

HOMO energy = -13.86 eV
ΔE to the lowest compared entry with this formula, charge and spin = 3.179 eV
SMILES = CN1C=[NH+]O[C@@H]1I
Frontier orbital gap = 9.28 eV
Lowest unoccupied orbital energy = -0.1683 hartree

Results of the Mulliken charge analysis, in e, for atoms 1 through 8:
1. I 0.22
2. O -0.21
3. N -0.02
4. N 0.05
5. C -0.40
6. C -0.03
7. C -0.87
8. H 0.30


(4)
DFT (wB97M-V/def2-TZVPD) results for 2 unconnected molecules or ions with the total composition C4H12 in a non-equilibrium geometry.

Structure (ORCA input):
```
! RIJCOSX wB97M-V def2-TZVPD def2/J DEFGRID3
* xyz -1 2
C 2.2726 -0.9553 1.3851
C 0.7157 -0.9740 1.2537
C -1.7266 1.2201 -0.6752
C -1.2101 0.7566 -2.0543
H -0.7783 1.6111 -2.5668
H 0.4412 -0.0900 0.6948
H -1.1848 0.7977 0.1641
H -2.0567 0.2899 -2.5676
H 2.6369 -1.6536 0.6375
H -1.6179 2.3037 -0.5824
H 2.5321 -1.4704 2.3251
H -2.7772 0.9723 -0.5111
H 0.2524 -0.9314 2.2418
H -0.4982 -0.0641 -1.9656
H 0.3816 -1.8819 0.7576
H 2.6171 0.0692 1.4633
*
```

HOMO energy (alpha / beta) = 1.60 / -7.62 eV
ΔE to the lowest compared entry with this formula, charge and spin = 0.539 eV
Expectation value of S² = 0.750
Frontier orbital gap (alpha / beta) = 2.78 / 12.11 eV
Lowest unoccupied orbital energy (alpha / beta) = 0.1609 / 0.1652 hartree

Results of the Mulliken charge analysis, in e, for atoms 1 through 8:
1. C -2.30
2. C -1.49
3. C -0.56
4. C -1.16
5. H 0.42
6. H -0.51
7. H -0.10
8. H 0.36


(5)
DFT (wB97M-V/def2-TZVPD) results for a molecular structure, C6H8.

Structure (ORCA input):
```
! RIJCOSX wB97M-V def2-TZVPD def2/J DEFGRID3
* xyz 0 1
C 1.5372 -0.7167 0.7394
C 1.0397 1.0503 -0.4042
C 0.4301 -1.2860 0.8923
C -1.8191 0.3602 0.2173
C -0.8362 -0.4809 -0.2783
C 0.0505 0.3851 -1.0709
H -2.8586 0.0554 0.3250
H -0.0277 -2.1062 1.4191
H -0.0067 0.3441 -2.1546
H -1.5651 1.3575 0.5592
H 0.8653 1.3999 0.6113
H 2.5947 -0.5934 0.8785
H -1.2027 -1.3772 -0.7827
H 1.7986 1.6079 -0.9514
*
```

HOMO energy (alpha / beta) = -7.54 / -7.54 eV
ΔE to the lowest compared entry with this formula, charge and spin = 5.336 eV
Frontier orbital gap (alpha / beta) = 7.78 / 7.78 eV
Lowest unoccupied orbital energy (alpha / beta) = 0.0087 / 0.0088 hartree

Results of the Mulliken charge analysis, in e, for atoms 1 through 8:
1. C -0.43
2. C -1.05
3. C -0.35
4. C -0.75
5. C -0.07
6. C -0.04
7. H 0.28
8. H 0.36


(6)
DFT (wB97M-V/def2-TZVPD) results for C3H3NO2 in the gas phase in a non-equilibrium geometry.

Structure (ORCA input):
```
! RIJCOSX wB97M-V def2-TZVPD def2/J DEFGRID3
* xyz 0 1
O 2.2974 -0.4310 -0.0061
O 0.3903 -1.4313 0.0283
N -0.8771 -1.2900 0.0743
C -1.1544 -0.1185 -0.0200
C 1.0781 -0.3210 -0.0109
C 0.0401 0.7387 0.0803
H 0.2761 1.1720 -0.7583
H -2.2025 0.3779 -0.3258
H 0.1521 1.3031 0.9383
*
```

HOMO energy = -10.38 eV
ΔE to the lowest compared entry with this formula, charge and spin = 3.773 eV
SMILES = O=C1CC=NO1
Frontier orbital gap = 11.03 eV
Lowest unoccupied orbital energy = 0.0241 hartree

Results of the Mulliken charge analysis, in e, for atoms 1 through 8:
1. O -0.59
2. O -0.13
3. N -0.23
4. C 0.02
5. C 0.45
6. C -0.40
7. H 0.28
8. H 0.28


Calculated E (hartree), listed in the same order as above: -343.1337 -7908.3531 -599.9890 -159.5103 -233.1909 -321.2390